1.
Entry from OMol25: a 2-piece molecular cluster, C2H9O2 overall at a distorted geometry (ωB97M-V with the def2-TZVPD basis set).

Summary:
Electronic energy, Ha: -231.7947
Relative energy (zero: lowest compared OMol25 entry of this formula, charge and spin), kcal per mole: 3.06
Molar mass, g/mol: 65.09
Orbital gap, eV: 13.18
HOMO level, Ha: -0.622
Charge: +1

Atoms and positions in Å:
O1 2.031 1.313 -0.560
H1 0.809 0.536 -0.730
H2 2.057 1.942 -1.294
H3 2.957 1.167 -0.337
C1 -0.338 -0.837 0.392
O2 -0.042 -0.050 -0.866
C2 -1.692 -0.391 0.867
H4 -0.255 -1.885 0.131
H5 0.496 -0.545 1.033
H6 -0.012 -0.567 -1.683
H7 -2.376 -0.337 0.021
H8 -2.050 -0.957 1.726
H9 -1.585 0.610 1.299

---

2.
Entry from OMol25: the molecule C2H4N2OS2 at a distorted geometry (ωB97M-V with the def2-TZVPD basis set).

Summary:
Electronic energy, Ha: -1059.6335
Relative energy (zero: lowest compared OMol25 entry of this formula, charge and spin), kcal per mole: 68.88
Molar mass, g/mol: 136.20
Orbital gap, eV: 7.78
HOMO level, Ha: -0.325
Structure (SMILES): O/N=C(\C=S)NS

Atoms and positions in Å:
O1 1.287 1.357 2.113
N1 1.096 1.504 0.744
C1 0.291 0.603 0.275
C2 -0.256 -0.486 1.054
S1 -1.559 -1.348 0.719
N2 -0.044 0.785 -1.073
S2 0.196 -0.536 -2.175
H1 1.792 2.160 2.322
H2 0.265 -0.645 1.985
H3 0.315 1.684 -1.434
H4 1.568 -0.643 -2.164

---

3.
Entry from OMol25: C41H39O2Ti as an isolated structure at a distorted geometry (ωB97M-V with the def2-TZVPD basis set).

Summary:
Electronic energy, Ha: -2585.4451
Molar mass, g/mol: 611.63
Orbital gap, eV: 2.40
HOMO level, Ha: -0.060
Charge: -1

Atoms and positions in Å:
C1 -4.891 1.230 2.996
C2 -3.878 0.093 2.840
C3 -2.605 0.847 2.606
C4 -2.887 2.227 2.549
O1 -4.203 2.515 2.711
C5 -1.863 3.187 2.414
C6 -0.583 2.739 2.163
C7 -0.284 1.347 2.140
C8 0.993 0.780 1.922
C9 2.277 1.355 2.132
C10 3.335 0.435 2.294
C11 4.560 0.884 2.698
C12 4.777 2.283 2.814
O2 6.012 2.593 3.287
C13 6.733 1.325 3.458
C14 5.798 0.166 3.100
C15 3.784 3.219 2.492
C16 2.574 2.743 2.022
C17 -1.312 0.426 2.456
H1 -5.721 1.161 2.287
H2 -5.282 1.285 4.021
H3 -3.827 -0.529 3.748
H4 -4.122 -0.571 1.991
H5 -2.125 4.235 2.425
H6 0.228 3.444 2.035
H7 0.977 -0.305 2.073
H8 3.155 -0.642 2.194
H9 7.588 1.373 2.777
H10 7.087 1.284 4.493
H11 5.621 -0.497 3.953
H12 6.189 -0.443 2.277
H13 4.006 4.285 2.543
H14 1.823 3.411 1.610
H15 -1.090 -0.629 2.608
C18 4.914 -0.031 -3.193
C19 4.604 1.280 -2.817
C20 3.486 1.551 -2.063
C21 2.698 0.499 -1.563
C22 1.735 0.930 -0.621
Ti1 -1.349 -1.977 -2.035
C23 -1.991 -0.063 -1.272
C24 -3.469 -0.042 -1.085
C25 -4.079 1.148 -0.630
C26 -5.451 1.188 -0.422
C27 -6.232 0.053 -0.663
C28 -5.635 -1.119 -1.132
C29 -4.269 -1.167 -1.369
C30 -0.152 -3.902 -1.323
C31 0.381 -2.851 -0.513
C32 -0.686 -2.314 0.265
C33 -1.888 -3.025 -0.051
C34 -1.567 -4.007 -1.049
C35 0.114 -1.441 -3.980
C36 -1.077 -0.658 -4.043
C37 -2.214 -1.550 -4.087
C38 -1.715 -2.898 -4.073
C39 -0.277 -2.831 -3.975
C40 2.931 -0.838 -2.062
C41 4.055 -1.070 -2.830
H16 5.831 -0.266 -3.727
H17 5.274 2.085 -3.062
H18 3.193 2.583 -1.839
H19 1.606 0.256 0.263
H20 0.802 1.379 -0.996
H21 -1.453 0.213 -0.351
H22 -1.664 0.746 -1.943
H23 -3.477 2.041 -0.448
H24 -5.913 2.110 -0.069
H25 -7.302 0.074 -0.487
H26 -6.227 -2.019 -1.325
H27 -3.822 -2.086 -1.784
H28 0.448 -4.603 -1.910
H29 1.432 -2.573 -0.397
H30 -0.594 -1.500 0.980
H31 -2.871 -2.830 0.382
H32 -2.277 -4.707 -1.497
H33 1.118 -1.045 -4.035
H34 -1.108 0.420 -4.112
H35 -3.251 -1.243 -4.093
H36 -2.337 -3.791 -4.062
H37 0.418 -3.660 -4.001
H38 2.169 -1.617 -1.922
H39 4.289 -2.094 -3.105

---

4.
Entry from OMol25: a 3-piece molecular cluster, C2H11NO2S overall at a distorted geometry (ωB97M-V with the def2-TZVPD basis set).

Summary:
Electronic energy, Ha: -686.1879
Relative energy (zero: lowest compared OMol25 entry of this formula, charge and spin), kcal per mole: 17.24
Molar mass, g/mol: 113.18
Orbital gap, eV: 9.41
HOMO level, Ha: -0.323
Structure (SMILES): NCCS.O.O

Atoms and positions in Å:
N1 -1.343 2.659 1.282
C1 -2.196 3.163 0.222
C2 -1.523 3.044 -1.154
S1 -0.920 1.339 -1.483
H1 -1.723 2.937 2.167
H2 -1.379 1.652 1.241
H3 -3.208 2.746 0.278
H4 -2.282 4.251 0.172
H5 -0.660 3.721 -1.159
H6 -2.165 3.405 -1.951
H7 -1.009 1.252 -2.812
O1 3.135 -6.155 0.540
H8 3.558 -6.538 1.329
H9 3.250 -6.809 -0.165
O2 2.569 -3.268 0.707
H10 2.718 -3.463 -0.231
H11 3.178 -3.937 1.017

---

5.
Entry from OMol25: CLiO2Yb as an isolated structure at a distorted geometry (ωB97M-V with the def2-TZVPD basis set).

Summary:
Electronic energy, Ha: -1354.5522
Molar mass, g/mol: 223.99
Orbital gap, eV: 6.60
HOMO level, Ha: -0.436
Charge: +1

Atoms and positions in Å:
O1 -3.199 0.074 0.118
C1 -2.067 0.099 -0.001
O2 1.480 -0.047 0.101
Yb1 3.713 -0.176 0.336
Li1 0.073 0.050 -0.553

---

6.
Entry from OMol25: a 6-piece molecular cluster, C29H56IN5O8 overall at a distorted geometry (ωB97M-V with the def2-TZVPD basis set).

Summary:
Electronic energy, Ha: -2311.9756
Molar mass, g/mol: 729.70
Orbital gap, eV: 8.71
HOMO level, Ha: -0.323
Structure (SMILES): CCCCCCCC1=C([C@@H](I)CC)C(=O)OC1=O.CN(C)C=O.CN(C)C=O.CN(C)C=O.CN(C)C=O.CN(C)C=O

Atoms and positions in Å:
C1 7.730 0.604 1.070
C2 6.513 1.014 0.242
C3 5.218 0.955 1.085
C4 4.472 2.288 1.131
C5 3.635 2.575 -0.127
C6 2.324 3.324 0.192
C7 1.057 2.419 0.144
C8 0.360 2.231 1.444
C9 -0.896 1.806 1.656
C10 -2.015 1.358 0.788
I1 -2.479 2.680 -0.837
C11 -1.862 -0.120 0.372
C12 -1.021 -0.425 -0.848
C13 -1.129 1.827 3.140
O1 -2.141 2.022 3.781
O2 0.146 1.661 3.695
C14 0.949 2.409 2.823
O3 1.864 3.076 3.233
H1 8.113 1.432 1.658
H2 8.548 0.277 0.431
H3 7.484 -0.216 1.733
H4 6.413 0.291 -0.557
H5 6.629 2.012 -0.164
H6 4.560 0.184 0.693
H7 5.480 0.688 2.105
H8 3.836 2.298 2.011
H9 5.193 3.088 1.278
H10 4.224 3.243 -0.749
H11 3.453 1.668 -0.695
H12 2.415 3.841 1.136
H13 2.198 4.089 -0.568
H14 0.388 2.852 -0.586
H15 1.380 1.467 -0.261
H16 -2.905 1.379 1.403
H17 -1.515 -0.678 1.239
H18 -2.878 -0.454 0.179
H19 0.017 -0.142 -0.707
H20 -1.009 -1.503 -0.972
H21 -1.434 -0.026 -1.761
C15 3.139 6.675 6.724
N1 4.121 6.142 5.804
C16 3.911 4.821 5.230
C17 5.225 6.830 5.459
O4 6.080 6.431 4.694
H22 3.044 6.023 7.595
H23 2.166 6.752 6.235
H24 3.442 7.665 7.059
H25 4.741 4.165 5.497
H26 3.867 4.890 4.144
H27 2.981 4.401 5.601
H28 5.287 7.818 5.948
C18 -6.662 -3.610 -1.007
N2 -5.675 -2.604 -0.677
C19 -4.373 -3.022 -0.190
C20 -5.906 -1.280 -0.813
O5 -5.067 -0.436 -0.541
H29 -6.896 -4.212 -0.125
H30 -6.280 -4.269 -1.791
H31 -7.571 -3.131 -1.361
H32 -4.190 -2.607 0.803
H33 -3.590 -2.658 -0.860
H34 -4.336 -4.108 -0.139
H35 -6.911 -1.018 -1.189
C21 7.822 -3.576 -3.129
N3 6.980 -2.398 -3.079
C22 7.217 -1.312 -4.016
C23 5.979 -2.269 -2.188
O6 5.251 -1.300 -2.109
H36 8.864 -3.302 -2.953
H37 7.743 -4.055 -4.106
H38 7.513 -4.285 -2.364
H39 7.441 -0.393 -3.475
H40 6.327 -1.140 -4.622
H41 8.052 -1.567 -4.662
H42 5.879 -3.140 -1.518
C24 -1.176 -5.352 -4.319
N4 -1.407 -3.928 -4.189
C25 -0.843 -3.022 -5.176
C26 -2.129 -3.407 -3.180
O7 -2.346 -2.222 -3.030
H43 -0.106 -5.566 -4.288
H44 -1.581 -5.715 -5.266
H45 -1.664 -5.883 -3.504
H46 -0.173 -2.311 -4.693
H47 -1.638 -2.459 -5.665
H48 -0.292 -3.592 -5.920
H49 -2.513 -4.172 -2.482
C27 -11.952 -1.207 0.789
N5 -10.969 -1.637 -0.187
C28 -11.167 -2.895 -0.888
C29 -9.877 -0.909 -0.467
O8 -9.023 -1.226 -1.277
H50 -12.033 -1.944 1.590
H51 -12.927 -1.092 0.314
H52 -11.656 -0.253 1.219
H53 -10.332 -3.569 -0.693
H54 -11.220 -2.721 -1.963
H55 -12.090 -3.357 -0.550
H56 -9.815 0.025 0.113

---

7.
Entry from OMol25: C64H141As4F24N7O3 as an isolated structure at a distorted geometry (ωB97M-V with the def2-TZVPD basis set).

Summary:
Electronic energy, Ha: -14472.0328
Molar mass, g/mol: 1812.52
Orbital gap, eV: 6.32
HOMO level, Ha: -0.372
Charge: +2

Atoms and positions in Å:
C1 -3.283 -2.084 -0.340
C2 -2.490 -1.236 -1.291
C3 -1.442 -0.290 -0.709
C4 -0.195 -0.969 -0.159
N1 1.135 -0.536 -0.665
C5 2.275 -1.118 0.139
C6 3.462 -0.247 -0.071
C7 2.877 1.119 -0.431
C8 1.366 0.950 -0.365
C9 1.240 -0.850 -2.150
H1 -3.650 -1.510 0.514
H2 -2.618 -2.852 0.072
H3 -4.074 -2.626 -0.853
H4 -3.128 -0.674 -1.986
H5 -1.970 -1.766 -2.103
H6 -1.890 0.236 0.146
H7 -1.133 0.567 -1.314
H8 -0.245 -2.020 -0.435
H9 -0.174 -0.962 0.929
H10 2.389 -2.159 -0.176
H11 1.984 -1.208 1.185
H12 3.976 -0.601 -0.968
H13 4.187 -0.198 0.736
H14 3.222 1.471 -1.403
H15 3.251 1.909 0.219
H16 0.866 1.557 -1.119
H17 1.000 1.217 0.625
H18 0.710 -1.788 -2.268
H19 2.307 -0.932 -2.343
H20 0.850 0.010 -2.689
C10 -3.367 -4.905 -3.028
C11 -3.206 -4.428 -4.472
C12 -1.865 -4.702 -5.179
C13 -0.791 -3.686 -4.777
N2 0.492 -3.800 -5.592
C14 1.440 -2.628 -5.286
C15 2.113 -2.268 -6.615
C16 1.563 -3.245 -7.689
C17 0.245 -3.694 -7.068
C18 1.159 -5.094 -5.217
H21 -3.555 -5.977 -2.980
H22 -4.239 -4.453 -2.551
H23 -2.513 -4.596 -2.428
H24 -3.243 -3.329 -4.446
H25 -4.046 -4.639 -5.134
H26 -2.029 -4.731 -6.255
H27 -1.530 -5.700 -4.878
H28 -0.426 -3.682 -3.749
H29 -1.189 -2.679 -4.933
H30 2.094 -2.951 -4.474
H31 0.790 -1.807 -4.988
H32 3.194 -2.412 -6.581
H33 1.974 -1.215 -6.853
H34 2.287 -4.048 -7.815
H35 1.450 -2.764 -8.657
H36 -0.162 -4.635 -7.433
H37 -0.549 -2.959 -7.207
H38 0.602 -5.998 -5.423
H39 1.370 -5.003 -4.145
H40 2.198 -5.081 -5.549
C19 9.514 0.291 -0.810
C20 8.032 0.310 -1.160
C21 7.669 -0.013 -2.608
C22 6.155 0.077 -2.866
N3 5.707 0.291 -4.290
C23 6.283 -0.789 -5.177
C24 7.618 -0.340 -5.739
C25 7.585 1.181 -5.666
C26 6.369 1.590 -4.858
C27 4.186 0.276 -4.402
H41 10.001 1.126 -1.319
H42 9.976 -0.594 -1.253
H43 9.658 0.347 0.264
H44 7.632 1.327 -1.059
H45 7.460 -0.334 -0.488
H46 8.008 -1.037 -2.796
H47 8.209 0.628 -3.309
H48 5.765 0.926 -2.296
H49 5.652 -0.787 -2.421
H50 5.592 -1.000 -5.996
H51 6.241 -1.735 -4.631
H52 7.675 -0.647 -6.784
H53 8.537 -0.757 -5.328
H54 7.347 1.466 -6.695
H55 8.525 1.678 -5.444
H56 5.636 2.208 -5.376
H57 6.601 2.270 -4.036
H58 4.002 0.823 -5.319
H59 3.762 0.763 -3.528
H60 3.972 -0.790 -4.343
C28 -4.800 2.212 -2.015
C29 -4.317 2.999 -3.211
C30 -3.267 4.076 -2.834
C31 -2.697 4.917 -3.953
N4 -1.594 5.894 -3.562
C32 -0.348 5.119 -3.176
C33 0.495 6.026 -2.267
C34 -0.455 7.147 -1.830
C35 -1.847 6.728 -2.335
C36 -1.320 6.765 -4.761
H61 -5.359 1.328 -2.318
H62 -5.490 2.753 -1.360
H63 -3.935 1.968 -1.391
H64 -5.143 3.520 -3.699
H65 -3.780 2.302 -3.856
H66 -2.536 3.544 -2.218
H67 -3.755 4.747 -2.116
H68 -3.452 5.537 -4.435
H69 -2.236 4.296 -4.722
H70 0.151 4.845 -4.101
H71 -0.571 4.175 -2.689
H72 1.329 6.462 -2.817
H73 1.000 5.551 -1.427
H74 -0.165 8.119 -2.221
H75 -0.599 7.252 -0.753
H76 -2.451 7.615 -2.517
H77 -2.380 6.043 -1.682
H78 -1.156 6.134 -5.629
H79 -0.512 7.473 -4.601
H80 -2.242 7.342 -4.828
C37 -2.456 7.928 1.544
C38 -1.757 7.127 2.677
C39 -0.475 6.470 2.191
C40 0.471 6.054 3.346
N5 1.545 5.065 2.954
C41 2.287 4.576 4.154
C42 3.635 4.113 3.639
C43 3.917 5.011 2.396
C44 2.622 5.784 2.184
C45 0.996 3.922 2.140
H81 -1.770 8.598 1.032
H82 -3.403 8.322 1.906
H83 -2.802 7.232 0.766
H84 -2.413 6.352 3.068
H85 -1.436 7.907 3.373
H86 0.057 7.135 1.503
H87 -0.794 5.616 1.590
H88 -0.205 5.492 3.993
H89 0.952 6.929 3.769
H90 1.614 3.899 4.679
H91 2.400 5.377 4.890
H92 3.638 3.033 3.492
H93 4.430 4.255 4.370
H94 4.314 4.477 1.541
H95 4.601 5.817 2.658
H96 2.288 5.861 1.150
H97 2.732 6.772 2.628
H98 0.285 3.483 2.841
H99 1.779 3.189 1.971
H100 0.490 4.236 1.237
C46 2.735 -3.597 4.106
C47 1.480 -3.977 4.895
C48 0.115 -4.040 4.196
C49 -1.026 -4.582 5.042
N6 -2.325 -4.722 4.307
C50 -3.401 -5.171 5.310
C51 -4.183 -6.320 4.665
C52 -3.820 -6.284 3.188
C53 -2.372 -5.856 3.294
C54 -2.770 -3.461 3.574
H101 3.544 -3.583 4.833
H102 2.578 -2.609 3.676
H103 2.900 -4.376 3.364
H104 1.380 -3.463 5.859
H105 1.628 -4.977 5.331
H106 0.186 -4.750 3.360
H107 -0.160 -3.117 3.684
H108 -1.162 -3.813 5.810
H109 -0.737 -5.516 5.521
H110 -4.005 -4.273 5.444
H111 -3.091 -5.574 6.271
H112 -5.249 -6.284 4.889
H113 -3.795 -7.248 5.087
H114 -4.347 -5.546 2.578
H115 -4.032 -7.226 2.689
H116 -1.911 -5.502 2.381
H117 -1.763 -6.653 3.725
H118 -3.792 -3.622 3.250
H119 -2.069 -3.249 2.772
H120 -2.701 -2.669 4.320
C55 -4.959 -0.230 3.260
C56 -4.302 -0.133 4.623
C57 -4.884 -1.031 5.694
C58 -6.233 -0.462 6.235
N7 -6.928 -1.295 7.315
C59 -6.036 -1.162 8.581
C60 -6.106 -2.533 9.282
C61 -6.939 -3.451 8.397
C62 -6.948 -2.790 7.024
C63 -8.261 -0.707 7.672
H121 -4.671 0.477 2.490
H122 -6.046 -0.178 3.387
H123 -4.829 -1.266 2.932
H124 -4.164 0.883 5.003
H125 -3.254 -0.445 4.537
H126 -4.186 -1.125 6.525
H127 -5.007 -2.030 5.274
H128 -6.940 -0.284 5.426
H129 -6.034 0.477 6.748
H130 -6.367 -0.321 9.186
H131 -5.024 -0.950 8.259
H132 -6.596 -2.524 10.255
H133 -5.092 -2.881 9.475
H134 -7.970 -3.409 8.755
H135 -6.642 -4.495 8.444
H136 -7.813 -3.028 6.410
H137 -6.055 -3.085 6.484
H138 -8.957 -0.907 6.861
H139 -8.149 0.373 7.757
H140 -8.537 -1.084 8.652
As1 4.718 4.224 -1.766
F1 3.192 4.154 -0.892
F2 4.122 5.565 -2.739
F3 6.257 4.165 -2.578
F4 5.319 2.912 -0.759
F5 4.134 3.055 -2.947
F6 5.375 5.417 -0.676
As2 -0.834 1.323 -5.498
F7 -2.417 1.948 -5.888
F8 -0.666 2.689 -4.440
F9 0.754 0.785 -4.980
F10 -0.920 -0.090 -6.522
F11 -0.197 2.345 -6.781
F12 -1.560 0.421 -4.144
As3 0.006 -5.425 -0.042
F13 -1.664 -5.973 0.031
F14 0.334 -6.395 1.374
F15 1.683 -4.939 -0.097
F16 -0.401 -4.471 -1.465
F17 -0.505 -4.030 0.932
F18 0.380 -6.784 -1.080
As4 0.589 0.389 4.413
F19 1.591 1.795 3.972
F20 -0.841 1.233 3.760
F21 -0.485 -0.934 4.793
F22 1.982 -0.370 5.085
F23 0.230 1.205 5.929
F24 0.922 -0.272 2.853
O1 4.188 -4.479 -0.837
C64 4.309 -3.610 -1.903
O2 5.480 -3.283 -2.185
O3 3.249 -3.294 -2.515
H141 3.227 -4.592 -0.725

---

8.
Entry from OMol25: an isolated ion of composition C8H17N2O and charge +1 at a distorted geometry (ωB97M-V with the def2-TZVPD basis set).

Summary:
Electronic energy, Ha: -499.4400
Relative energy (zero: lowest compared OMol25 entry of this formula, charge and spin), kcal per mole: 58.00
Molar mass, g/mol: 157.24
Orbital gap, eV: 9.61
HOMO level, Ha: -0.475
Charge: +1
Structure (SMILES): C[NH2+][C@@H](C)[C@@]1(C=O)CCCN1

Atoms and positions in Å:
C1 -0.996 -2.295 1.638
N1 0.191 -1.809 0.809
C2 0.022 -0.294 0.801
C3 0.819 0.289 2.025
C4 0.529 0.353 -0.544
C5 1.993 0.056 -0.856
O1 2.830 0.867 -0.593
C6 -0.490 -0.044 -1.740
C7 -0.987 1.308 -2.288
C8 -0.901 2.154 -0.977
N2 0.325 1.746 -0.281
H1 -1.874 -2.177 0.908
H2 -1.002 -3.282 1.898
H3 -0.935 -1.733 2.626
H4 1.129 -1.935 1.226
H5 0.077 -2.410 0.015
H6 -0.993 0.076 0.874
H7 0.265 0.797 2.787
H8 1.628 0.915 1.602
H9 1.324 -0.675 2.530
H10 2.197 -1.003 -1.042
H11 -1.203 -0.684 -1.258
H12 -0.013 -0.627 -2.380
H13 -0.392 1.760 -3.093
H14 -1.993 1.342 -2.571
H15 -1.065 3.268 -1.010
H16 -1.649 1.837 -0.312
H17 1.165 2.197 -0.794

---

Question: Number 3 is which compound?
Answer: C41H39O2Ti